(1)
28
Properties=species:S:1:pos:R:3:lowdin_charge:R:1 method="wB97M-V/def2-TZVPD" fmax_ha_per_bohr=0.0073 e_tot_ev=-361739.4563 multiplicity=5 homo_ev="-5.27 / -5.70" s_squared=6.02 total_charge=-1
Se -0.940 3.753 -5.120 0.02
Se -1.874 0.238 -4.446 0.07
Se 2.583 0.835 -2.974 0.82
H -2.825 -0.377 2.022 0.11
C 0.974 -1.008 2.096 -0.03
H -1.867 -2.028 3.613 0.11
O -2.981 1.502 0.434 -0.30
C 0.735 -2.724 3.928 -0.06
H 1.807 -2.842 3.774 0.07
O 3.633 -0.353 -3.168 -0.44
O -1.616 0.499 -1.289 -0.59
Se -1.166 1.672 -6.177 -0.02
H 2.044 -1.183 2.104 0.11
C 0.156 -1.720 2.967 -0.28
O 1.524 0.565 -1.655 -0.61
H 1.086 0.460 0.527 0.09
Se -0.499 3.410 -2.948 0.21
C 0.445 -0.082 1.210 -0.04
O -0.731 2.400 -0.063 -0.38
O 3.152 2.330 -2.960 -0.44
H 0.265 -3.702 3.804 0.08
C -1.216 -1.483 2.937 -0.05
H 0.573 -2.412 4.962 0.08
C -0.924 0.127 1.191 -0.27
Os -0.215 0.718 -2.762 0.98
O 1.264 0.704 -4.094 -0.69
S -1.623 1.269 0.031 0.48
C -1.761 -0.567 2.053 -0.05

***

(2)
18
Properties=species:S:1:pos:R:3:lowdin_charge:R:1 method="wB97M-V/def2-TZVPD" de_lowest_kj_mol=453.7 fmax_ha_per_bohr=0.1094 e_tot_ev=-20169.2204 homo_ev=-8.52
H -0.244 1.327 -1.104 0.15
H -0.712 -2.691 -1.360 0.12
H -2.134 -0.251 0.379 0.05
C 1.358 0.727 0.167 -0.90
H 1.350 -1.150 0.959 0.16
O -0.640 -0.758 -0.498 -0.24
N 1.998 -0.358 0.611 0.04
H -0.574 0.712 1.806 0.13
C -0.069 -1.687 -1.448 -0.10
N -2.285 0.794 0.503 -0.04
H -0.453 2.170 0.825 0.07
S 2.234 2.065 0.309 0.70
H 2.948 -0.258 0.820 0.06
H -0.111 -1.283 -2.715 0.16
C -0.889 1.194 0.797 -0.27
H 1.078 -1.742 -1.350 0.08
H -2.805 0.655 1.680 0.19
C -0.049 0.532 -0.380 -0.34

***

(3)
15
Properties=species:S:1:pos:R:3:lowdin_charge:R:1 method="wB97M-V/def2-TZVPD" de_lowest_kj_mol=117.4 fmax_ha_per_bohr=0.0256 e_tot_ev=-8293.7795 homo_ev=-10.31 smiles=N#C[C@H](N)C1CC1
C 0.882 -1.481 -0.088 -0.19
C -0.331 0.652 0.289 -0.27
H -1.511 -2.454 0.531 0.08
H -1.245 1.089 0.682 0.14
H -0.083 -0.948 1.682 0.15
N -1.537 -1.465 0.302 0.05
N 1.735 -2.018 -0.660 0.16
C -0.262 -0.833 0.606 -0.37
H 0.814 2.504 0.733 0.10
C 0.896 1.511 0.301 -0.12
C 0.195 1.226 -0.997 -0.11
H -1.735 -1.389 -0.691 0.09
H 1.855 1.026 0.464 0.10
H -0.373 2.023 -1.467 0.10
H 0.700 0.556 -1.689 0.10

***

(4)
80
Properties=species:S:1:pos:R:3:lowdin_charge:R:1 method="wB97M-V/def2-TZVPD" de_lowest_kj_mol=21.7 fmax_ha_per_bohr=0.0146 e_tot_ev=-136526.2181 multiplicity=5 homo_ev="-4.71 / -4.74" s_squared=6.01 total_charge=-1
C 1.206 5.811 -0.945 -0.09
C 3.833 0.143 3.016 -0.06
H -2.794 -2.350 -1.629 0.05
H -1.317 3.892 2.580 0.11
C 0.757 3.552 -0.241 -0.07
Cl -3.703 5.406 2.601 0.63
C -3.405 3.759 2.097 -0.68
C -5.026 1.604 -2.133 -0.08
N -1.015 -2.276 0.869 0.06
C -2.939 -3.667 1.019 -0.01
H -2.579 -5.772 1.258 0.10
O 1.731 -1.407 -2.606 -0.34
H 0.830 -3.198 0.935 0.09
C 1.415 4.767 -0.059 -0.07
O 3.185 0.555 -2.681 -0.30
P -0.997 1.756 -1.546 1.13
N 1.504 -0.242 1.586 0.06
S 1.878 0.026 -2.406 0.44
Fe -0.330 -0.164 0.275 0.72
C -0.758 -4.638 1.113 -0.07
C -0.808 1.722 -5.685 -0.08
C 0.768 0.781 -3.603 -0.24
C 2.581 -1.001 1.354 -0.12
O -4.418 -1.293 0.702 0.00
C 1.188 0.643 -4.930 -0.06
C -5.495 2.795 -1.585 -0.12
C -4.153 1.650 1.207 -0.05
C -1.226 1.875 -4.374 -0.10
H -4.021 -3.709 1.022 0.11
C -0.316 4.431 -2.196 -0.10
C 2.728 0.946 3.241 0.00
C -3.185 -1.163 0.786 -0.49
C -2.137 -4.788 1.144 -0.06
O 0.383 2.423 3.635 0.01
H 2.711 1.744 3.968 0.11
H -5.724 0.860 -2.499 0.10
H 2.490 -1.743 0.566 0.11
C 0.405 1.112 -5.967 -0.08
H -0.990 4.312 -3.038 0.10
H -2.070 -2.885 -2.988 0.07
C -4.426 2.948 1.628 -0.68
H 1.718 6.757 -0.805 0.10
H -2.170 2.366 -4.178 0.10
H -0.091 -5.487 1.201 0.10
C 0.341 5.640 -2.021 -0.09
H -4.943 1.016 0.832 0.10
C -2.104 3.269 2.180 -0.04
H 4.745 0.294 3.581 0.10
C -2.339 -2.427 0.881 -0.22
C 0.358 1.613 2.697 -0.50
H -2.541 4.179 -0.693 0.11
H 0.177 6.450 -2.723 0.10
H 2.139 0.159 -5.124 0.12
N -0.556 1.356 1.782 0.03
H -1.158 -0.877 -2.596 0.04
N -1.915 -2.660 -2.016 -0.02
H -6.560 2.982 -1.518 0.10
H 0.930 2.740 0.448 0.08
H -1.434 2.093 -6.490 0.10
N -0.974 -1.592 -1.904 -0.05
C 3.764 -0.850 2.048 -0.06
C 1.579 0.727 2.498 -0.17
H 0.736 1.001 -6.992 0.10
C -3.663 1.353 -2.181 -0.11
H 2.090 4.889 0.782 0.10
C -1.815 1.977 1.763 -0.21
H -0.049 -1.945 -2.123 0.04
H -4.952 4.638 -0.627 0.09
C -0.455 1.423 -3.299 -0.30
C -0.243 -3.363 0.968 -0.11
C -2.743 2.287 -1.696 -0.36
C -4.593 3.722 -1.086 -0.14
H 4.609 -1.489 1.825 0.10
O 1.322 0.460 -1.110 -0.44
C -2.849 1.166 1.250 -0.22
N -2.409 -0.101 0.886 0.04
Cl -6.074 3.523 1.523 0.67
H -3.311 0.407 -2.587 0.10
C -3.226 3.467 -1.132 -0.09
C -0.126 3.374 -1.303 -0.32

***

(5)
19
Properties=species:S:1:pos:R:3:lowdin_charge:R:1 method="wB97M-V/def2-TZVPD" de_lowest_kj_mol=242.7 fmax_ha_per_bohr=0.0360 e_tot_ev=-8805.2185 homo_ev=-12.53 total_charge=+1
H 1.346 -1.006 -3.232 0.09
H -0.733 -0.555 -1.539 0.12
H -0.202 -0.496 2.513 0.17
H 0.882 0.551 1.812 0.16
H 1.883 -1.680 -0.897 0.11
C 1.311 -0.788 -1.168 -0.28
N 1.479 -0.330 -2.490 0.01
C -0.598 -0.208 0.452 -0.21
H -0.944 2.590 1.330 0.10
H -0.419 -2.094 -0.669 0.12
C -0.198 -1.030 -0.715 -0.12
H -2.142 1.965 2.206 0.10
C -1.425 0.841 0.567 -0.11
N 0.326 -0.295 1.669 0.22
H 0.973 -1.075 1.539 0.16
H 1.567 0.024 -0.480 0.10
H -2.265 0.943 -0.106 0.13
H 2.119 0.382 -2.813 0.09
N -1.323 1.713 1.672 0.04

***

(6)
54
Properties=species:S:1:pos:R:3:lowdin_charge:R:1 method="wB97M-V/def2-TZVPD" de_lowest_kj_mol=445.8 fmax_ha_per_bohr=0.0211 e_tot_ev=-32362.7648 homo_ev=-8.14 smiles="CCOc1cc(C(=O)N/N=C/[C@@H]2CC=CCC2)cc(OCC)c1OCC"
C -2.424 4.613 -2.618 -0.16
H -1.475 4.278 -4.527 0.11
C -2.992 2.815 -4.273 -0.10
H -3.420 2.088 -0.392 0.13
H 0.746 -5.159 1.613 0.08
C 1.824 -2.146 1.748 -0.12
C -0.823 -1.133 4.035 -0.26
O 0.225 -1.849 3.418 -0.03
C 5.147 -0.837 -0.700 -0.06
N -1.505 2.534 -1.026 0.07
O 1.104 1.794 -1.256 0.08
H -2.740 2.263 -5.169 0.10
H -1.929 -1.296 5.872 0.08
H 3.656 -4.217 1.480 0.11
C -1.912 3.686 -3.719 -0.19
O 2.231 -3.159 2.562 -0.02
H -0.521 -0.091 4.210 0.13
H 5.755 -0.611 -1.571 0.08
C 0.233 -0.319 1.529 0.03
H -1.567 0.885 0.182 0.14
C 1.917 -0.670 -0.153 0.04
H -4.935 2.042 -4.178 0.10
C -4.189 2.681 -3.726 -0.11
H -0.239 -1.821 5.982 0.08
H 4.545 0.034 -0.455 0.07
H 2.060 -6.023 0.798 0.08
C 2.439 -1.749 0.548 -0.17
N -0.960 1.503 -0.359 0.05
C 1.696 -5.044 1.095 -0.05
C -4.609 3.400 -2.480 -0.17
C 4.266 -2.047 -0.993 -0.23
C 0.370 1.191 -0.505 -0.42
H 4.892 -2.912 -1.232 0.13
H -1.426 -2.848 5.180 0.08
H 2.351 -0.335 -1.080 0.11
H -0.579 0.262 1.934 0.10
H 5.801 -1.052 0.142 0.08
H -1.118 3.052 -3.319 0.10
C -3.390 3.885 -1.684 -0.31
C -2.748 2.737 -0.976 -0.11
H -2.953 5.457 -3.065 0.12
C 0.821 0.037 0.318 -0.14
H -1.717 -1.137 3.393 0.13
H -1.580 4.995 -2.046 0.11
H -3.740 4.583 -0.910 0.14
H 3.605 -1.855 -1.845 0.12
C -1.128 -1.819 5.357 -0.06
H -5.230 4.260 -2.753 0.12
O 3.523 -2.471 0.135 -0.06
C 2.712 -4.373 2.011 -0.23
H 1.536 -4.444 0.202 0.07
H -5.229 2.743 -1.863 0.11
C 0.727 -1.403 2.237 -0.18
H 2.897 -4.996 2.891 0.12

***

(7)
14
Properties=species:S:1:pos:R:3:lowdin_charge:R:1 method="wB97M-V/def2-TZVPD" de_lowest_kj_mol=75.0 fmax_ha_per_bohr=0.0298 e_tot_ev=-9279.1329 homo_ev=-9.45 smiles="NCC(N)=O.O"
N 0.465 -1.046 -0.350 0.15
H 1.351 1.608 -1.577 0.02
H -2.303 -0.470 0.637 0.12
H -1.509 0.859 1.424 0.12
N -1.351 0.991 -0.625 -0.01
C -1.426 0.181 0.585 -0.18
H 1.117 -1.808 -0.230 0.12
H 0.251 -0.795 -1.285 0.07
H 2.125 0.279 -1.891 0.01
H -1.481 1.974 -0.469 0.07
O 0.171 -1.034 1.888 0.05
H -1.947 0.793 -1.417 0.07
O 2.206 1.168 -1.544 -0.06
C -0.194 -0.699 0.782 -0.55

***

(8)
20
Properties=species:S:1:pos:R:3:lowdin_charge:R:1 method="wB97M-V/def2-TZVPD" de_lowest_kj_mol=515.2 fmax_ha_per_bohr=0.0308 e_tot_ev=-15495.4554 homo_ev="-8.02 / -8.01" smiles="C=C/C=c1/[nH]cc/c1=C/[N+](=O)[O-]"
C 0.794 -0.230 -0.737 -0.13
H -2.280 -0.485 -1.102 0.05
H -2.998 1.198 -1.085 0.08
O -1.137 -0.178 -3.703 0.04
C 0.278 -0.631 0.553 -0.19
O -1.045 -1.740 -2.211 0.02
H -0.817 -0.168 2.279 0.12
H 1.301 -1.504 2.197 0.16
C -1.825 0.672 0.586 -0.16
H 0.590 0.929 -2.518 0.13
H 2.910 -0.014 -1.372 0.11
N -0.750 -0.619 -2.626 -0.47
C 2.504 -0.868 0.589 -0.07
N 1.363 -1.095 1.280 0.06
C 0.126 0.168 -1.897 -0.01
C -2.321 0.483 -0.647 0.06
C 2.209 -0.278 -0.605 -0.02
H -2.149 1.524 1.172 0.10
C -0.825 -0.128 1.196 0.00
H 3.459 -1.167 0.979 0.12

***

(9)
68
Properties=species:S:1:pos:R:3:lowdin_charge:R:1 method="wB97M-V/def2-TZVPD" fmax_ha_per_bohr=0.0289 e_tot_ev=-99788.7393 multiplicity=7 homo_ev="-14.46 / -14.46" s_squared=12.01 total_charge=+3
H 7.456 0.274 -3.789 0.16
H -5.841 -2.361 8.640 0.09
C 8.653 -1.962 -4.000 -0.54
O 3.956 2.661 -3.171 0.15
H -6.568 -2.406 5.117 0.13
C 3.585 1.090 -1.405 -0.35
H 4.262 1.067 -0.551 0.11
S 2.201 2.104 -0.912 1.01
C -6.292 -1.198 6.884 -0.27
H -3.744 3.016 1.467 0.12
H -5.157 -3.014 7.162 0.09
H 3.328 0.057 -1.607 0.07
H 5.986 0.402 -5.695 0.11
O -0.275 -1.842 -0.740 -0.20
H -0.930 2.760 0.637 0.13
C 8.906 -3.303 -4.748 -0.33
H -5.165 1.147 0.519 0.14
H -7.501 -0.935 5.072 0.10
H 5.720 -1.350 -5.692 0.09
S 7.732 -4.513 -4.213 1.18
O 7.407 -1.799 -3.552 -0.01
H -5.630 -1.012 2.363 0.14
H -2.509 1.818 1.874 0.12
C 5.547 -0.298 -3.089 -0.13
P 0.489 2.265 -3.293 0.72
C -3.313 2.053 1.176 -0.19
H -5.076 0.183 5.099 0.02
C -1.255 2.431 -0.350 -0.11
H -6.933 -0.110 3.048 0.10
C 6.763 -0.547 -3.965 -0.28
C 4.315 1.697 -2.589 -0.52
O 1.947 -1.206 0.097 -0.20
H -3.296 2.993 -0.752 0.12
H -5.452 -0.527 7.095 0.10
Eu -6.415 1.923 4.757 1.88
O 5.500 1.109 -2.930 0.01
H -1.135 0.534 -1.316 0.14
H 9.906 -3.666 -4.543 0.11
S 0.722 -0.858 -0.520 0.63
H -6.900 -3.183 7.508 0.09
H -4.009 0.003 1.194 0.13
H -3.043 1.259 -0.799 0.12
C -0.471 1.216 -0.775 -0.40
H 6.624 -3.889 -4.647 -0.04
H 5.636 -0.836 -2.142 0.14
C -6.036 -2.530 7.584 -0.08
C -4.417 1.007 1.299 -0.18
C -5.844 -0.256 3.110 -0.21
H 7.315 -0.689 -6.055 0.09
O 9.557 -1.220 -3.866 0.25
H 4.646 -0.670 -3.582 0.15
C 0.720 1.322 -1.708 -0.74
H -4.404 1.405 3.407 0.09
H -1.083 3.268 -1.021 0.12
C -6.526 -1.347 5.364 -0.22
H -7.189 -0.765 7.333 0.11
H -0.915 2.339 -3.439 0.03
C -2.778 2.171 -0.265 -0.15
H -4.568 -1.397 4.434 0.15
O 0.976 -0.081 -1.925 -0.22
H -5.914 1.898 2.559 0.06
C 6.426 -0.558 -5.438 0.00
O 1.184 1.651 -4.430 -0.37
C -5.401 -0.710 4.534 -0.25
H 0.883 3.560 -2.936 0.03
C -5.149 1.090 2.643 -0.31
H 8.737 -3.121 -5.811 0.12
O 0.050 0.386 0.286 -0.17